96
Properties=species:S:1:pos:R:3 method="wB97M-V/def2-TZVPD" total_charge=+4 e_homo_ev="-15.987 / -15.936" orbital_gap_ha="0.163 / 0.086" lumo_energy_ev="-11.56 / -13.59" e_tot_ev=-83243.104 multiplicity=4
Re 1.60 -0.16 0.52
C -0.17 -2.27 4.01
C 0.00 -1.66 2.77
N 1.10 -1.00 2.42
C 2.08 -0.87 3.35
C 2.02 -1.50 4.62
C 0.84 -2.21 4.94
C 3.11 -1.36 5.52
C 4.18 -0.59 5.22
C 4.25 0.11 3.98
C 5.32 0.97 3.64
C 5.27 1.64 2.44
C 4.19 1.45 1.59
N 3.19 0.62 1.86
C 3.20 -0.04 3.05
H -1.10 -2.78 4.22
H -0.78 -1.74 2.02
H 0.75 -2.68 5.90
H 3.06 -1.89 6.47
H 4.99 -0.46 5.93
H 6.15 1.09 4.32
H 6.06 2.32 2.16
H 4.14 2.00 0.67
C -6.88 0.92 -3.17
S -5.51 1.41 -2.14
C -4.10 1.05 -3.24
C -2.73 1.22 -2.60
C -2.50 0.23 -1.44
N -1.12 0.22 -0.93
P -0.16 -1.20 -0.95
C 0.01 -1.62 -2.71
C 0.34 -0.59 -3.58
C 0.53 -0.83 -4.93
C 0.42 -2.13 -5.41
C 0.08 -3.16 -4.55
C -0.13 -2.92 -3.20
C -0.97 -2.62 -0.15
C -2.25 -2.61 0.41
C -2.70 -3.74 1.08
C -1.89 -4.86 1.20
C -0.62 -4.87 0.64
C -0.16 -3.75 -0.03
P -0.41 1.29 0.23
C -1.76 1.72 1.37
C -1.94 1.10 2.60
C -3.05 1.40 3.37
C -3.97 2.33 2.91
C -3.79 2.96 1.69
C -2.68 2.66 0.92
C 0.08 2.87 -0.53
C 0.13 3.12 -1.90
C 0.51 4.37 -2.35
C 0.90 5.36 -1.45
C 0.89 5.10 -0.09
C 0.48 3.86 0.37
H -7.78 1.42 -2.81
H -7.03 -0.16 -3.09
H -6.69 1.18 -4.21
H -4.19 1.74 -4.08
H -4.24 0.04 -3.62
H -2.62 2.25 -2.24
H -1.99 1.04 -3.38
H -2.71 -0.78 -1.82
H -3.21 0.47 -0.64
H 0.40 0.42 -3.20
H 0.77 -0.02 -5.60
H 0.59 -2.33 -6.45
H -0.03 -4.16 -4.93
H -0.41 -3.74 -2.55
H -2.88 -1.74 0.34
H -3.69 -3.75 1.51
H -2.24 -5.73 1.74
H 0.01 -5.74 0.72
H 0.82 -3.74 -0.48
H -1.20 0.40 2.98
H -3.19 0.93 4.33
H -4.83 2.59 3.52
H -4.50 3.70 1.34
H -2.51 3.19 -0.01
H -0.19 2.37 -2.61
H 0.50 4.59 -3.41
H 1.23 6.32 -1.81
H 1.17 5.87 0.61
H 0.46 3.64 1.43
N 3.33 -1.68 0.01
C 4.20 -1.12 -1.05
C 3.36 -0.33 -2.06
N 2.56 0.69 -1.35
H 3.91 -1.92 0.82
H 2.93 -2.56 -0.32
H 4.74 -1.90 -1.58
H 4.93 -0.45 -0.58
H 2.67 -1.01 -2.58
H 4.02 0.12 -2.80
H 1.89 1.08 -2.02
H 3.17 1.47 -1.09

---

17
Properties=species:S:1:pos:R:3 method="wB97M-V/def2-TZVPD" total_charge=0 smiles="C[C@H]1CSN=CNN1" e_homo_ev=-8.007 orbital_gap_ha=0.329 lumo_energy_ev=0.94 e_above_lowest_kcal_mol=43.9 e_tot_ev=-19597.731 multiplicity=1
C 1.04 -2.32 -0.33
C 0.82 -1.13 0.56
C 1.32 0.19 -0.12
S 0.18 0.85 -1.36
N -1.01 1.67 -0.45
C -1.37 1.29 0.73
N -0.93 0.15 1.47
N -0.57 -1.02 0.88
H 0.61 -3.21 0.22
H 0.49 -2.19 -1.26
H 2.13 -2.59 -0.40
H 1.43 -1.20 1.44
H 1.57 0.94 0.65
H 2.19 0.07 -0.71
H -2.13 1.94 1.20
H -1.47 -0.03 2.25
H -1.03 -1.24 0.02